Record 1
Molecular formula: C15H13Cl3N5O8S3SbSe4W
Method: DFT, the ωB97M-V functional and the def2-TZVPD basis

Geometry (Å):
O 3.177 -0.606 -3.937
C -2.649 -1.672 3.780
N -0.674 2.741 2.890
Se 4.189 -1.618 3.921
C -0.152 -2.922 -2.480
C -0.141 2.798 -5.398
C -0.758 -3.094 3.479
H -0.074 -3.863 3.815
S -3.417 -3.424 6.361
O 0.802 -0.918 -3.351
H -1.242 4.228 1.586
C 0.257 -1.495 -2.124
H -3.056 -0.420 2.081
N -1.450 -1.641 1.708
H 0.086 -2.996 5.974
C -2.430 -1.204 2.493
Sb 2.448 -0.130 3.398
Cl -1.061 -3.626 -1.163
O -1.211 3.144 -0.574
N 0.176 -0.919 -1.050
H 0.152 -2.913 1.539
H -0.827 -3.644 7.298
H -1.019 3.422 -5.270
W 0.426 1.063 -0.606
C -0.642 -2.576 2.196
C 0.538 2.785 -6.616
C 1.699 2.055 -6.736
C -1.946 -3.127 5.692
Cl -1.147 -2.918 -3.949
H 0.167 3.369 -7.447
O 0.925 2.491 -1.990
O 0.736 2.566 0.531
O 2.248 0.390 -1.926
Se 0.359 0.010 4.766
H 3.045 0.672 -5.780
C -1.784 -2.627 4.296
N -0.790 -3.324 6.345
C 1.474 1.269 -4.470
C 2.161 1.283 -5.669
O -0.984 1.113 0.497
H -1.052 3.264 3.670
C 0.312 2.054 -4.330
H -3.459 -1.291 4.386
S 2.060 0.018 -3.327
C -0.772 2.668 0.531
Cl 1.344 -3.835 -2.762
S -0.436 2.451 -2.745
H 2.257 2.060 -7.662
Se 1.947 1.860 4.848
N -1.298 3.219 1.700
O -0.849 1.041 -2.228
H 0.323 2.943 2.848
Se 2.008 -0.172 0.962

Calculated values
- Gap between HOMO and LUMO: 5.81 eV
- LUMO energy: -2.43 eV
- Net charge: 0
- Calculated total energy: -13943.22402 hartree
- Highest occupied orbital energy: -8.245 eV
- Energy above the lowest of the compared OMol25 structures with the same formula, charge and spin: 4.964 eV

These are the Mulliken partial charges, in e, on atoms 1 to 8: O -0.684; C -0.407; N -0.350; Se -0.493; C 0.755; C -0.668; C -0.730; H 0.494

=====

Record 2
Molecular formula: C6H12O
Method: DFT, the ωB97M-V functional and the def2-TZVPD basis

Geometry (Å):
H 2.467 -1.728 -0.589
H 3.100 -0.111 -0.178
H 0.687 1.460 -1.019
H -0.669 -2.227 0.035
C -1.312 1.225 -0.052
C 0.226 1.519 -0.026
H 1.729 -0.285 -1.304
C -1.299 -1.405 -0.323
H -1.886 1.900 0.587
H 0.393 0.619 1.912
H -1.023 -1.204 -1.364
H -1.686 -0.350 1.505
H 0.584 2.457 0.429
H -2.335 -1.776 -0.334
H -1.734 1.217 -1.058
C -1.120 -0.179 0.578
C 2.190 -0.689 -0.393
O 1.337 -0.712 0.721
C 0.351 0.270 0.873

Calculated values
- Gap between HOMO and LUMO: 10.27 eV
- LUMO energy: 1.08 eV
- SMILES: CO[C@H]1CC[C@H]1C
- Net charge: 0
- Calculated total energy: -310.99677 hartree
- Highest occupied orbital energy: -9.192 eV
- Energy above the lowest of the compared OMol25 structures with the same formula, charge and spin: 1.701 eV

These are the Mulliken partial charges, in e, on atoms 1 to 8: H 0.266; H 0.271; H 0.247; H 0.290; C -0.669; C -0.676; H 0.276; C -1.428

=====

Record 3
Molecular formula: C62H140Br3N8O8
Method: DFT, the ωB97M-V functional and the def2-TZVPD basis

Geometry (Å):
C -11.058 -0.150 1.430
H -8.373 -1.817 -5.140
H -7.431 -5.362 -5.915
C -22.385 -9.319 -10.648
C -10.435 -10.378 -16.800
N -21.179 -16.140 -5.232
H -19.024 -2.835 -9.961
H -15.876 -9.064 -6.554
H -10.376 -12.013 -13.758
Br -8.450 -8.893 -10.121
H -6.608 -13.789 -6.746
C -10.686 -1.775 4.037
C -10.134 -12.610 -14.637
H -20.184 -12.922 -6.196
H -18.449 -14.718 -6.911
C -19.993 -2.412 -7.509
H -12.057 -10.643 -7.925
H -2.293 -12.020 -8.250
C -23.456 -8.028 -14.929
H -9.250 -0.382 3.422
H -14.490 -7.879 -8.484
C -21.640 -7.984 -8.726
O -7.745 -2.851 -9.090
C -11.872 -10.174 -14.754
H -20.623 -10.074 -11.614
H -5.121 -12.558 -3.721
C -18.926 -15.433 -6.240
N -13.821 -9.524 -7.320
H -5.350 -13.059 -7.730
H -12.136 -12.936 -15.164
C -12.695 -9.435 -4.917
H -21.755 -13.497 -5.692
C -23.038 -16.619 -6.827
H -22.602 -18.070 -3.659
C -5.244 -4.206 -9.370
H -12.164 -8.432 -6.810
H -5.272 -5.124 -5.002
C -1.169 -11.894 -5.796
H -5.484 -3.730 -10.321
C -20.481 -15.177 -6.174
H -9.898 -2.913 -6.996
H -11.720 -1.567 6.038
C -10.205 -11.044 -18.166
H -20.676 -14.594 -8.310
H -23.300 -7.533 -12.907
H -5.106 -3.422 -5.202
H -7.983 -14.181 -14.794
H -5.738 -5.176 -9.323
C -22.625 -15.413 -7.626
H -16.157 -2.891 -5.799
H -12.892 -8.690 -8.911
H -20.271 -13.519 -4.651
H -5.380 -10.187 -4.743
H -14.432 -9.381 -9.411
C -2.888 -11.450 -7.536
H -12.256 -2.866 5.045
H -22.155 -10.822 -12.160
C -9.329 -3.804 -6.730
H -17.420 -3.619 -8.017
H -4.501 -14.965 -3.908
H -17.436 -1.751 -5.636
H -2.707 -10.395 -7.742
C -5.048 -4.511 -6.967
H -4.983 -1.784 -6.971
N -18.654 -1.819 -8.080
C -18.739 -1.844 -9.608
H -12.247 -9.177 -14.985
H -10.153 0.224 4.821
O -8.949 -12.406 -15.354
H -11.731 -3.347 0.109
H -18.670 -16.442 -6.562
H -18.665 -6.873 -12.514
C -21.100 -15.281 -7.577
H -21.082 -7.012 -13.678
C -18.632 -0.353 -7.646
C -13.937 -8.807 -8.627
H -18.782 -8.314 -13.399
H -12.764 -1.369 4.649
H -23.007 -15.366 -8.645
H -13.425 -11.282 -8.493
C -5.357 -12.400 -4.773
C -4.884 -2.119 -8.004
H -22.637 -17.520 -7.292
C -11.554 -1.634 1.446
H -3.975 -4.695 -7.025
H -6.683 -1.720 -5.567
C -2.669 -11.934 -6.080
H -11.536 0.452 0.657
H -18.959 -8.411 -11.781
C -5.540 -13.810 -6.963
H -13.998 -9.475 -16.035
H -21.821 -18.643 -5.215
C -4.804 -13.676 -5.612
H -21.976 -8.750 -8.027
H -10.093 -2.487 0.131
C -4.908 -11.012 -5.275
H -11.206 -13.027 -16.595
C -15.285 -9.922 -6.876
H -20.860 -1.977 -8.007
H -0.915 -12.439 -4.887
H -4.716 -15.955 -5.316
H -9.145 -1.901 5.598
O -2.493 -14.465 -6.364
H -6.091 -15.232 -4.580
C -13.109 -1.633 1.537
H -0.563 -12.367 -6.569
C -23.152 -8.456 -13.468
H -23.304 -8.781 -10.881
H -20.772 -16.247 -7.963
H -13.411 -1.119 2.449
C -21.667 -9.892 -11.869
Br -16.530 -7.196 -0.841
H -19.403 0.159 -8.222
H -9.756 -4.194 -5.806
C -11.178 -2.413 0.209
H -17.761 -3.966 -4.674
H -12.016 0.782 3.256
H -20.850 -9.030 -15.030
C -12.993 -10.984 -16.874
H -20.657 -7.675 -8.369
H -12.530 -10.751 -14.104
C -23.511 -15.588 -4.508
H -6.980 -13.014 -15.502
H -23.908 -9.114 -13.040
C -11.286 -12.471 -15.661
H -23.501 -18.611 -5.082
C -20.787 -7.580 -12.796
H -20.181 -10.261 -13.912
H -9.917 -12.092 -18.084
N -7.073 -3.397 -7.942
H -24.326 -16.137 -4.037
C -13.056 -8.734 -6.262
C -10.243 -0.279 3.858
H -13.626 -7.806 -6.200
H -7.604 -12.847 -13.763
C -17.201 -2.724 -6.065
H -5.292 -1.250 -8.522
N -11.022 -2.406 2.667
H -4.217 -4.560 -9.461
C -7.105 -4.349 -5.680
H -15.372 -10.627 -6.050
O -12.265 -8.431 -4.109
H -21.299 -7.175 -11.923
C -11.028 0.543 2.861
H -13.558 -1.034 0.744
C -13.073 -10.820 -7.571
H -9.520 -4.486 -7.558
C -7.679 -1.883 -5.978
H -16.482 -2.065 -7.990
H -13.685 -2.558 1.567
H -2.966 -9.990 -5.196
C -9.545 -2.527 4.800
H -7.505 -4.141 -4.687
H -8.705 -2.845 4.182
H -0.818 -10.863 -5.770
C -11.852 -1.855 4.995
H -12.841 -8.474 -3.342
H -10.838 -10.084 -14.424
N -3.298 -13.399 -5.911
H -10.648 1.562 2.933
H -6.444 -12.485 -4.762
C -5.575 -4.300 -5.647
H -15.784 -10.405 -7.716
H -17.825 -1.459 -10.060
C -13.727 -9.671 -17.072
H -11.005 -10.961 -18.902
H -22.363 -7.169 -8.756
H -13.663 -11.723 -16.435
C -7.811 -13.105 -14.802
H -13.091 -8.938 -17.568
C -21.087 -9.768 -14.264
O -18.089 -3.656 -5.521
H -9.758 -3.435 5.365
Br -16.419 -13.357 -11.961
C -20.688 -13.713 -5.639
H -22.641 -10.096 -9.927
H -3.195 -11.171 -4.026
H -24.106 -16.799 -6.952
C -5.054 -15.032 -4.846
O -21.347 -8.532 -9.969
H -22.813 -7.333 -15.468
C -19.282 -7.768 -12.600
H -5.287 -14.789 -7.372
C -3.425 -10.971 -5.072
H -23.086 -14.577 -7.099
H -9.320 -10.559 -18.577
H -23.564 -8.921 -15.545
C -7.810 -3.301 -6.604
H -13.536 -10.028 -4.557
H -24.095 -14.847 -5.053
H -11.674 -1.937 -0.637
O -20.605 -16.303 -3.943
H -14.632 -9.726 -17.676
H -23.007 -15.070 -3.692
H -7.910 -1.099 -6.699
H -21.901 -10.467 -14.457
H -5.028 -10.872 -6.349
H -13.088 -11.453 -6.683
H -19.965 -2.342 -6.422
H -18.892 -0.380 -6.588
N -21.662 -8.903 -13.095
C -22.646 -16.579 -5.317
C -22.619 -18.065 -4.749
N -11.671 -10.966 -16.050
H -3.926 -11.641 -7.811
C -5.541 -3.512 -8.094
H -3.809 -2.092 -8.178
H -12.745 -11.459 -17.823
H -17.643 0.089 -7.770
H -11.883 -10.136 -5.106
C -17.357 -2.603 -7.627
H -19.999 -3.463 -7.799
H -10.032 -0.283 1.086
H -10.733 -9.352 -17.016
H -5.486 -5.482 -7.201
H -19.611 -1.244 -9.870
H -24.440 -7.579 -15.067
H -10.137 -13.603 -14.187
O -11.241 -3.802 2.691
H -18.462 -15.261 -5.269
H -9.582 -10.511 -16.135

Calculated values
- Gap between HOMO and LUMO: 1.22 eV
- LUMO energy: -11.07 eV
- Net charge: +5
- Calculated total energy: -11205.83297 hartree
- Highest occupied orbital energy: -12.287 eV

These are the Mulliken partial charges, in e, on atoms 1 to 8: C -1.019; H 0.417; H 0.489; C -0.608; C -0.340; N 0.711; H 0.379; H 0.390

=====

Record 4
Molecular formula: C2H4N4
Method: DFT, the ωB97M-V functional and the def2-TZVPD basis

Geometry (Å):
H -1.805 0.830 0.749
N 1.766 0.314 0.471
N 0.815 -0.838 0.773
H 0.871 2.006 -0.471
N 0.332 -1.317 -0.515
H 1.024 -1.225 -1.258
C 0.835 0.987 -0.092
H -2.068 -0.761 0.295
N -1.571 0.097 0.091
C -0.199 -0.093 -0.043

Calculated values
- Gap between HOMO and LUMO: 10.12 eV
- LUMO energy: 0.71 eV
- SMILES: N[C@@]12C=NN1N2
- Net charge: 0
- Calculated total energy: -297.48890 hartree
- Highest occupied orbital energy: -9.412 eV
- Energy above the lowest of the compared OMol25 structures with the same formula, charge and spin: 4.229 eV

These are the Mulliken partial charges, in e, on atoms 1 to 8: H 0.252; N -0.426; N -0.256; H 0.368; N -0.409; H 0.284; C -0.281; H 0.272